(1)
This record from the Open Molecules 2025 dataset describes C38H47HfN3PS3 as an isolated structure. The level of theory is the ωB97M-V functional and the def2-TZVPD basis.

Output
* energy relative to the best compared isomer or geometry (same formula, charge and spin): 11.09 kcal/mol
* Kohn-Sham gap: 0.27326 Eh
* maximum force: 0.9 eV/Å
* energy: -3224.272867 Ha
* net charge: +1

Cartesian coordinates (Å):
Hf -1.1632 -0.5217 0.4895
C 1.4128 4.6028 -1.5778
C 2.0330 3.8942 -0.4041
C 3.0716 4.5223 0.2788
C 3.6597 3.9580 1.4032
C 3.2244 2.7242 1.8573
C 2.2123 2.0667 1.1721
C 1.6010 2.6393 0.0590
P 0.2062 1.7043 -0.6573
C 0.1668 1.9826 -2.4490
C -0.8146 2.7805 -3.0317
C -0.8579 2.9503 -4.4050
C 0.0899 2.3229 -5.1994
C 1.0681 1.5284 -4.6215
C 1.1259 1.3369 -3.2444
C 2.1915 0.4696 -2.6365
C -1.2758 2.4315 0.0801
C -1.2559 3.5016 0.9823
C -2.4073 3.8674 1.6483
C -3.5898 3.1599 1.4265
C -3.6276 2.1157 0.5270
C -2.4836 1.7430 -0.1999
C -2.4493 0.5850 -1.1121
H 1.8150 5.6107 -1.6596
H 0.3298 4.6818 -1.4645
H 1.6008 4.0840 -2.5192
H 3.4127 5.4884 -0.0725
H 4.4537 4.4847 1.9170
H 3.6736 2.2565 2.7237
H 1.9175 1.0813 1.4945
H -1.5477 3.2723 -2.4026
H -1.6233 3.5710 -4.8513
H 0.0693 2.4542 -6.2734
H 1.8047 1.0421 -5.2495
H 2.8552 0.0728 -3.4035
H 1.7651 -0.3740 -2.0878
H 2.8061 1.0197 -1.9224
H -0.3267 4.0236 1.1744
H -2.3895 4.6907 2.3494
H -4.4886 3.4362 1.9629
H -4.5502 1.5728 0.3561
H -1.9943 0.7886 -2.0776
H -3.4338 0.1376 -1.2398
C 0.0819 -2.5428 4.1872
C -0.0093 -2.0601 2.7529
S -0.0820 -0.2745 2.6640
C 0.0788 -2.9215 1.7198
C 0.3304 -4.3943 1.9209
S 0.1077 -2.4973 -0.0309
H -0.0913 -1.7190 4.8740
H 1.0776 -2.9432 4.3859
H -0.6466 -3.3247 4.4071
H 0.2871 -4.6811 2.9680
H 1.3240 -4.6384 1.5389
H -0.3808 -5.0114 1.3691
C 6.3007 -2.5346 -0.1160
N 6.0871 -1.1100 -0.1245
C 7.0478 -0.2067 -0.7377
C 6.4378 1.1620 -0.4333
N 5.0349 0.8118 -0.2553
C 4.8998 -0.5033 0.0862
S 3.5019 -1.2098 0.6493
H 6.4055 -2.9185 -1.1353
H 5.4445 -3.0069 0.3580
H 7.2059 -2.7734 0.4438
H 7.1168 -0.3950 -1.8152
H 8.0383 -0.3353 -0.3016
H 6.5730 1.8687 -1.2498
H 6.8603 1.5919 0.4798
H 4.3897 1.4616 0.1676
C -2.9637 -4.5215 0.4021
N -3.9122 -4.0957 -0.6634
C -5.2474 -4.7165 -0.4653
C -3.9696 -2.5753 -0.8213
C -4.2979 -1.8630 0.4585
C -5.6362 -1.7742 0.8428
C -5.9918 -1.1635 2.0366
C -4.9956 -0.6510 2.8510
C -3.6672 -0.7299 2.4468
C -3.2625 -1.2998 1.2302
H -2.9619 -5.6080 0.4518
H -3.2909 -4.0951 1.3468
H -1.9767 -4.1367 0.1592
H -3.5431 -4.4428 -1.5477
H -5.6249 -4.4191 0.5086
H -5.1411 -5.7977 -0.5081
H -5.9238 -4.3775 -1.2458
H -4.7028 -2.3983 -1.6093
H -2.9807 -2.2906 -1.1808
H -6.4153 -2.1605 0.1940
H -7.0335 -1.0848 2.3182
H -5.2487 -0.1709 3.7876
H -2.9220 -0.2822 3.0954

Cartesian forces (eV/Å) of the 6 atoms listed first:
-0.797 -0.126 0.275
0.007 0.070 0.015
0.004 0.072 -0.032
0.017 -0.003 0.022
-0.026 0.001 -0.056
0.013 -0.012 -0.007

(2)
This record from the Open Molecules 2025 dataset describes a single C2H7N3O molecule. The level of theory is the ωB97M-V functional and the def2-TZVPD basis.

Output
* structure (SMILES): CN/N=C\NO
* energy relative to the best compared isomer or geometry (same formula, charge and spin): 122.95 kcal/mol
* Kohn-Sham gap: 0.33526 Eh
* maximum force: 6.2 eV/Å
* energy: -319.753845 Ha
* net charge: 0

Cartesian coordinates (Å):
C 1.8422 -0.3369 -0.3503
N 0.7002 0.0026 0.5576
N -0.0045 1.2558 0.1858
C -1.2553 1.1192 -0.0841
N -1.8985 -0.1011 -0.0260
O -1.4169 -1.3474 0.1004
H 2.0634 0.5744 -1.0702
H 1.4649 -1.1522 -1.0374
H 2.7553 -0.6993 0.4300
H 1.2161 0.1003 1.3948
H -1.9789 1.9198 -0.2784
H -2.9376 -0.2153 -0.3599
H -0.5505 -1.1198 0.5378

Cartesian forces (eV/Å) of the 6 atoms listed first:
0.482 0.146 -0.288
-0.151 -0.055 -1.341
1.067 0.681 0.270
0.074 -3.481 0.644
-5.512 2.347 -1.658
1.468 -1.135 0.413

(3)
This record from the Open Molecules 2025 dataset describes a single C4H7NO molecule. The level of theory is the ωB97M-V functional and the def2-TZVPD basis.

Output
* structure (SMILES): NCCC=C=O
* energy relative to the best compared isomer or geometry (same formula, charge and spin): 37.48 kcal/mol
* Kohn-Sham gap: 0.33702 Eh
* maximum force: 0.9 eV/Å
* energy: -286.571921 Ha
* net charge: 0

Cartesian coordinates (Å):
N 0.3727 1.2338 0.5630
C -0.9114 0.5878 0.3396
C -0.6695 -0.9077 0.1191
C 0.5760 -1.1423 -0.6956
C 1.4774 -0.2334 -1.0352
O 2.3668 0.3910 -1.4759
H 0.7794 0.9681 1.4535
H 0.3289 2.2442 0.5158
H -1.3434 1.0258 -0.5673
H -1.6360 0.7348 1.1565
H -1.5366 -1.3411 -0.3962
H -0.6049 -1.4233 1.0897
H 0.8007 -2.1377 -1.0669

Cartesian forces (eV/Å) of the 6 atoms listed first:
0.007 0.163 0.204
-0.152 -0.056 -0.071
-0.066 0.011 0.064
0.114 0.113 -0.100
0.501 0.148 -0.333
-0.668 -0.505 0.380